Here is a structure of composition C3H2IO2S from the OMol25 dataset. Energies are from wB97M-V/def2-TZVPD.

charge = -1
E_LUMO = 2.829 eV
HOMO level = -3.8 eV
maximum force = 0.1021 Eh/bohr
electronic energy = -26172.0439 eV

Element x y z (Å)
1 C -1.962 -1.152 0.652
2 C -0.902 -0.730 0.282
3 C 0.620 -0.242 -0.490
4 O 1.871 2.022 -0.755
5 O -0.351 1.865 0.308
6 S 1.052 1.386 0.256
7 I 1.995 -1.709 0.022
8 H -2.731 -1.260 1.289
9 H 0.408 -0.181 -1.566

***

Here is a cluster of 2 separate species, C4H13N3O in total from the OMol25 dataset. Energies are from wB97M-V/def2-TZVPD.

SMILES = N/C=N\CCCN.O
charge = 0
E_LUMO = 0.538 eV
HOMO level = -8.6 eV
maximum force = 0.0510 Eh/bohr
electronic energy = -10875.3304 eV

Element x y z (Å)
1 N -1.684 -1.175 -0.668
2 C -1.378 0.145 -1.064
3 N -0.261 0.570 -1.484
4 C 1.033 -0.044 -1.628
5 C 1.646 -0.693 -0.389
6 C 1.304 0.076 0.934
7 N 2.286 1.177 1.159
8 H -2.470 -1.403 -0.084
9 H -0.974 -1.865 -0.734
10 H -2.205 0.779 -1.324
11 H 0.930 -0.802 -2.435
12 H 1.733 0.835 -1.896
13 H 2.717 -0.753 -0.421
14 H 1.204 -1.704 -0.316
15 H 1.474 -0.645 1.792
16 H 0.298 0.483 1.014
17 H 1.774 2.051 1.521
18 H 2.667 1.474 0.270
19 O -3.122 0.381 1.738
20 H -4.033 0.355 1.416
21 H -2.940 0.762 2.597

***

Here is an isolated molecule of C4H8N2O from the OMol25 dataset. Energies are from wB97M-V/def2-TZVPD.

SMILES = N=C=C(N)CCO
charge = 0
E_LUMO (spin up / spin down) = 0.528 / 0.529 eV
HOMO level (spin up / spin down) = -8.0 / -8.0 eV
maximum force = 0.0269 Eh/bohr
electronic energy = -9302.2326 eV

Element x y z (Å)
1 N -0.541 1.616 1.368
2 C -0.921 1.193 0.228
3 C -0.965 -0.052 -0.235
4 N -2.150 -0.777 -0.093
5 C 0.281 -0.656 -0.801
6 C 1.563 0.167 -0.587
7 O 1.995 0.202 0.759
8 H -0.310 0.699 1.792
9 H -2.042 -1.616 0.471
10 H -2.879 -0.192 0.297
11 H 0.114 -0.796 -1.869
12 H 0.433 -1.651 -0.358
13 H 1.435 1.183 -0.987
14 H 2.364 -0.313 -1.159
15 H 1.624 0.994 1.173

***

Here is a structure of composition C15H35AsBeF6N5O9S from the OMol25 dataset. Energies are from wB97M-V/def2-TZVPD.

charge = -1
E_LUMO = 1.959 eV
HOMO level = -3.4 eV
maximum force = 0.1314 Eh/bohr
electronic energy = -130381.1947 eV

Element x y z (Å)
1 Be 0.470 0.246 0.937
2 As 3.462 2.934 0.130
3 F 4.698 2.545 1.352
4 F 2.845 4.236 1.276
5 F 2.194 3.571 -1.108
6 F 3.979 1.677 -1.019
7 F 2.353 1.742 0.852
8 F 4.632 4.158 -0.557
9 S -1.080 -0.488 3.524
10 O -1.857 0.316 4.376
11 O -1.583 -0.655 2.149
12 O 0.310 -0.058 3.350
13 O -1.129 -1.669 4.358
14 C 1.946 0.502 -2.549
15 O 1.240 0.218 -1.555
16 N 2.006 -0.369 -3.570
17 C 2.558 -0.075 -4.866
18 C 1.408 -1.685 -3.519
19 H 2.458 1.448 -2.784
20 H 1.953 0.244 -5.716
21 H 3.179 -0.870 -5.277
22 H 3.189 0.814 -4.889
23 H 2.158 -2.430 -3.252
24 H 0.636 -1.718 -2.751
25 H 0.873 -1.950 -4.430
26 C 2.772 -1.872 2.779
27 O 2.529 -0.917 1.980
28 N 4.041 -2.158 3.230
29 C 4.365 -3.322 4.035
30 C 5.164 -1.457 2.597
31 H 1.998 -2.515 3.227
32 H 3.608 -3.681 4.732
33 H 5.179 -3.064 4.713
34 H 4.736 -4.086 3.351
35 H 6.042 -1.996 2.952
36 H 5.154 -1.467 1.507
37 H 5.312 -0.391 2.767
38 C -1.034 3.603 0.624
39 O -0.445 2.643 1.130
40 N -2.221 4.060 1.049
41 C -2.940 5.245 0.465
42 C -2.840 3.498 2.325
43 H -0.559 4.257 -0.124
44 H -3.460 5.127 -0.485
45 H -2.221 6.035 0.247
46 H -3.618 5.662 1.209
47 H -3.838 3.187 2.016
48 H -2.322 2.680 2.825
49 H -3.050 4.243 3.093
50 C -0.842 -3.362 0.731
51 O 0.074 -2.499 0.382
52 N -1.499 -4.160 -0.106
53 C -2.874 -4.408 0.389
54 C -1.223 -4.346 -1.470
55 H -1.156 -3.289 1.783
56 H -3.058 -5.448 0.119
57 H -3.671 -3.875 -0.130
58 H -2.993 -4.315 1.469
59 H -1.870 -3.673 -2.032
60 H -0.155 -4.242 -1.661
61 H -1.530 -5.367 -1.700
62 C -2.241 1.032 -1.932
63 O -1.564 0.771 -0.927
64 N -3.545 0.979 -2.068
65 C -4.153 1.926 -3.022
66 C -4.420 0.235 -1.184
67 H -1.775 1.578 -2.766
68 H -4.393 1.329 -3.902
69 H -3.388 2.656 -3.287
70 H -5.024 2.424 -2.596
71 H -3.844 -0.259 -0.401
72 H -5.148 0.866 -0.675
73 H -4.960 -0.549 -1.716

***

Here is a structure of composition C39H56B2CdF2N7O6P2S2 from the OMol25 dataset. Energies are from wB97M-V/def2-TZVPD.

charge = -1
E_LUMO = 1.947 eV
HOMO level = -4.8 eV
maximum force = 0.0201 Eh/bohr
electronic energy = -115676.1580 eV

Element x y z (Å)
1 Cd 0.143 0.418 0.264
2 C 3.021 -2.084 0.013
3 P 1.725 -2.955 0.994
4 C 0.401 -3.301 -0.316
5 N 0.789 -4.081 -1.263
6 C 0.093 -4.528 -2.383
7 C 0.530 -5.764 -2.905
8 C -0.055 -6.333 -4.008
9 C -1.092 -5.640 -4.660
10 C -1.493 -4.406 -4.213
11 C -0.911 -3.788 -3.069
12 N -1.240 -2.521 -2.755
13 C -1.055 -2.794 -0.208
14 P -1.556 -1.790 1.281
15 C -3.057 -0.900 0.646
16 C -2.391 -2.932 2.502
17 C -3.737 -3.473 2.021
18 C -2.614 -2.095 3.775
19 C -1.445 -4.073 2.850
20 C 2.639 -4.612 1.270
21 C 1.636 -5.692 1.674
22 C 3.483 -5.127 0.090
23 C 3.570 -4.330 2.456
24 H 3.489 -2.742 -0.719
25 H 3.774 -1.706 0.705
26 H 2.590 -1.234 -0.516
27 H 1.324 -6.281 -2.374
28 H 0.270 -7.303 -4.365
29 H -1.566 -6.077 -5.532
30 H -2.280 -3.855 -4.713
31 H -3.606 -1.493 -0.086
32 H -2.782 0.048 0.194
33 H -3.713 -0.670 1.487
34 H -4.494 -2.689 1.959
35 H -4.085 -4.215 2.748
36 H -3.658 -3.959 1.050
37 H -3.192 -1.186 3.573
38 H -1.658 -1.797 4.213
39 H -3.166 -2.689 4.513
40 H -1.263 -4.720 1.991
41 H -1.878 -4.679 3.654
42 H -0.489 -3.678 3.197
43 H 0.886 -5.852 0.893
44 H 1.125 -5.437 2.602
45 H 2.164 -6.638 1.836
46 H 2.977 -4.973 -0.861
47 H 3.651 -6.204 0.212
48 H 4.465 -4.648 0.057
49 H 3.010 -3.959 3.320
50 H 4.328 -3.584 2.200
51 H 4.090 -5.250 2.750
52 N -1.431 1.817 -4.980
53 C -0.276 1.372 -5.542
54 O 0.157 1.775 -6.610
55 C 0.455 0.317 -4.757
56 C 0.959 -0.810 -5.388
57 C 1.640 -1.750 -4.633
58 C 1.806 -1.514 -3.275
59 N 1.342 -0.425 -2.664
60 C 0.680 0.466 -3.402
61 H -1.807 2.698 -5.292
62 H -1.666 1.551 -4.036
63 H 0.808 -0.933 -6.454
64 H 2.025 -2.660 -5.073
65 H 2.312 -2.243 -2.649
66 H 0.312 1.346 -2.881
67 C -3.154 2.477 5.030
68 N -2.587 2.030 3.777
69 C -1.395 1.388 3.642
70 N -0.740 1.054 4.810
71 O -0.917 1.157 2.544
72 H -3.982 3.147 4.817
73 H -2.421 3.019 5.630
74 H -3.545 1.645 5.624
75 H -2.972 2.348 2.901
76 H -1.285 0.833 5.627
77 H 0.052 0.455 4.639
78 O -4.556 4.469 -3.282
79 S -3.117 4.479 -3.253
80 O -2.433 4.506 -4.519
81 N -2.569 3.265 -2.298
82 C -2.173 3.716 -1.127
83 S -1.758 2.794 0.233
84 C -2.110 5.228 -1.052
85 C -1.629 6.030 -0.031
86 C -1.603 7.406 -0.228
87 C -2.052 7.970 -1.422
88 C -2.548 7.166 -2.441
89 C -2.565 5.802 -2.219
90 H -1.284 5.577 0.890
91 H -1.221 8.051 0.555
92 H -2.010 9.044 -1.557
93 H -2.900 7.584 -3.377
94 C 4.306 3.518 0.232
95 C 2.854 3.845 0.557
96 C 2.505 5.236 0.071
97 O 2.039 2.898 -0.172
98 B 1.598 1.936 0.701
99 O 1.989 2.193 2.000
100 C 2.477 3.557 2.045
101 C 3.637 3.628 3.015
102 C 1.312 4.407 2.540
103 H 4.428 3.531 -0.852
104 H 4.569 2.520 0.589
105 H 4.991 4.248 0.674
106 H 2.808 5.335 -0.974
107 H 3.029 5.995 0.659
108 H 1.431 5.414 0.126
109 H 4.385 2.867 2.794
110 H 3.268 3.457 4.028
111 H 4.111 4.614 2.980
112 H 0.451 4.291 1.875
113 H 1.584 5.464 2.611
114 H 1.017 4.048 3.529
115 F -1.259 -0.507 -1.433
116 B -1.196 -1.917 -1.560
117 F -1.877 -3.953 -0.359

***

Here is a structure of composition C36H33IrN12OSTe from the OMol25 dataset. Energies are from wB97M-V/def2-TZVPD.

charge = +3
spin multiplicity = 2
E_LUMO (spin up / spin down) = -10.518 / -11.726 eV
HOMO level (spin up / spin down) = -14.6 / -14.6 eV
maximum force = 0.0801 Eh/bohr
electronic energy = -78735.9871 eV
<S²> = 1.15

Element x y z (Å)
1 Ir 0.007 -0.119 0.561
2 C 4.352 -1.107 -0.724
3 C 2.888 -0.852 -0.639
4 N 2.257 -0.783 0.499
5 N 2.881 -0.937 1.642
6 C 2.252 -0.817 2.784
7 N 2.930 -0.807 3.918
8 S 0.502 -0.724 2.881
9 C 2.087 -0.607 -1.833
10 C 2.643 -0.580 -3.118
11 C 1.835 -0.300 -4.205
12 C 0.489 -0.042 -3.989
13 C 0.004 -0.109 -2.696
14 N 0.768 -0.389 -1.649
15 H 4.734 -1.333 0.268
16 H 4.887 -0.234 -1.099
17 H 4.565 -1.940 -1.392
18 H 3.940 -0.873 3.924
19 H 2.458 -0.741 4.808
20 H 3.695 -0.763 -3.265
21 H 2.240 -0.284 -5.204
22 H -0.169 0.205 -4.805
23 H -1.046 0.056 -2.495
24 C -5.018 -1.934 -1.576
25 N -4.028 -1.275 -0.765
26 C -2.740 -1.583 -0.618
27 N -2.139 -0.633 0.092
28 C -3.144 0.241 0.374
29 N -4.279 -0.128 -0.146
30 C -4.778 -1.657 -3.044
31 C -5.154 -2.592 -4.007
32 C -4.973 -2.331 -5.357
33 C -4.411 -1.140 -5.773
34 C -4.019 -0.203 -4.811
35 C -4.205 -0.464 -3.451
36 C -3.380 1.015 -5.229
37 N -3.255 1.465 -6.452
38 N -2.525 2.544 -6.423
39 C -2.186 2.778 -5.180
40 O -2.716 1.828 -4.367
41 C -1.308 3.807 -4.706
42 C -0.580 4.559 -5.638
43 C 0.320 5.504 -5.192
44 C 0.486 5.724 -3.830
45 C -0.263 5.005 -2.897
46 C -0.100 5.270 -1.415
47 N 0.270 4.055 -0.733
48 C -0.475 3.089 -0.200
49 N 0.318 2.099 0.207
50 C 1.566 2.544 -0.099
51 N 1.551 3.712 -0.666
52 C -1.145 4.034 -3.336
53 H -5.996 -1.538 -1.281
54 H -5.010 -3.008 -1.376
55 H -2.274 -2.468 -1.004
56 H -3.032 1.125 0.969
57 H -5.610 -3.521 -3.701
58 H -5.283 -3.055 -6.091
59 H -4.258 -0.914 -6.817
60 H -3.928 0.295 -2.734
61 H -0.734 4.371 -6.689
62 H 0.892 6.083 -5.902
63 H 1.202 6.458 -3.492
64 H -1.024 5.665 -0.986
65 H 0.710 5.983 -1.248
66 H -1.538 3.131 -0.076
67 H 2.471 2.023 0.132
68 H -1.719 3.446 -2.633
69 C 0.073 -5.778 -0.262
70 Te 0.689 -3.702 -0.057
71 C 0.404 -3.689 -2.204
72 C -0.120 -5.020 -2.635
73 C -0.424 -5.254 -3.970
74 C -0.828 -6.513 -4.374
75 C -0.966 -7.538 -3.439
76 C -0.710 -7.300 -2.102
77 C -0.272 -6.043 -1.689
78 H -0.752 -6.006 0.417
79 H 0.921 -6.397 0.050
80 H 1.377 -3.503 -2.664
81 H -0.258 -2.877 -2.507
82 H -0.321 -4.459 -4.693
83 H -1.025 -6.703 -5.416
84 H -1.266 -8.522 -3.764
85 H -0.835 -8.093 -1.383

***

Here is a structure of composition C14H14IN5Ni from the OMol25 dataset. Energies are from wB97M-V/def2-TZVPD.

charge = 0
spin multiplicity = 3
E_LUMO (spin up / spin down) = -1.095 / -3.936 eV
HOMO level (spin up / spin down) = -7.9 / -7.9 eV
maximum force = 0.0888 Eh/bohr
electronic energy = -71334.9204 eV
<S²> = 2.03

Element x y z (Å)
1 C 1.037 2.966 0.636
2 C 2.782 1.065 0.262
3 H 1.697 3.544 -0.137
4 H 1.361 3.021 1.741
5 H -0.005 2.948 0.428
6 H 2.639 0.056 -0.045
7 H 3.269 1.807 -0.501
8 H 3.104 1.222 1.384
9 C -2.101 1.714 -0.152
10 C -3.380 1.565 -0.701
11 C -3.650 0.425 -1.461
12 C -2.645 -0.522 -1.629
13 H -1.794 2.601 0.396
14 H -4.106 2.347 -0.522
15 H -4.632 0.282 -1.914
16 H -2.810 -1.419 -2.221
17 N -1.154 0.789 -0.298
18 C -1.396 -0.334 -1.015
19 C -0.298 -1.306 -1.105
20 N 0.885 -0.986 -0.525
21 C 1.881 -1.883 -0.517
22 C 0.583 -3.473 -1.758
23 C 1.772 -3.137 -1.117
24 H 2.814 -1.595 -0.037
25 H 2.640 -3.785 -1.058
26 C -0.457 -2.543 -1.758
27 H -1.402 -2.769 -2.240
28 H 0.473 -4.442 -2.241
29 Ni 1.014 1.189 0.221
30 I 0.984 1.761 -2.580
31 N 0.490 0.540 1.942
32 C 0.428 0.292 3.081
33 N 0.495 0.189 4.344
34 C -0.054 -0.710 5.152
35 N -0.464 -1.417 5.946

***

Here is a cluster of 2 separate species, CHClF2O in total from the OMol25 dataset. Energies are from wB97M-V/def2-TZVPD.

SMILES = O=C(F)F.Cl
charge = 0
E_LUMO = 0.673 eV
HOMO level = -11.9 eV
maximum force = 0.0238 Eh/bohr
electronic energy = -21058.3522 eV

Element x y z (Å)
1 O -2.705 -0.483 -0.507
2 C -1.775 -0.083 0.059
3 F -0.750 -0.799 0.480
4 F -1.535 1.158 0.412
5 Cl 2.875 0.223 -0.590
6 H 3.891 -0.016 0.146

***

Here is a cluster of 2 separate species, C26H22ClO4 in total from the OMol25 dataset. Energies are from wB97M-V/def2-TZVPD.

charge = -1
E_LUMO = 1.181 eV
HOMO level = -4.0 eV
maximum force = 0.0231 Eh/bohr
electronic energy = -48034.1203 eV

Element x y z (Å)
1 C -0.734 -2.913 2.641
2 C -1.566 -1.865 1.959
3 O -2.651 -2.070 1.532
4 O -0.980 -0.633 1.861
5 C -1.565 0.359 2.721
6 C -2.151 1.519 1.906
7 C -1.473 1.668 0.573
8 C -1.827 0.773 -0.437
9 C -1.207 0.802 -1.676
10 C -1.562 -0.228 -2.725
11 C -0.903 -1.562 -2.375
12 C 0.325 -1.617 -1.716
13 C 0.901 -2.836 -1.367
14 C 0.258 -4.042 -1.663
15 C 0.868 -5.354 -1.251
16 C -0.955 -3.982 -2.344
17 C -1.530 -2.765 -2.694
18 C -0.220 1.746 -1.954
19 C 0.139 2.641 -0.959
20 C -0.480 2.609 0.300
21 C 0.007 3.592 1.309
22 O -0.703 4.209 2.067
23 C 1.488 3.796 1.282
24 C 2.244 3.940 2.435
25 C 3.622 4.081 2.302
26 C 4.239 4.080 1.057
27 C 3.476 3.963 -0.100
28 C 2.101 3.817 0.031
29 C 1.223 3.639 -1.163
30 O 1.379 4.258 -2.182
31 H -1.362 -3.367 3.400
32 H -0.457 -3.656 1.897
33 H 0.165 -2.482 3.067
34 H -2.322 -0.097 3.354
35 H -0.764 0.728 3.364
36 H -2.098 2.433 2.487
37 H -3.207 1.312 1.736
38 H -2.569 0.017 -0.219
39 H -2.638 -0.372 -2.653
40 H -1.275 0.117 -3.715
41 H 0.865 -0.725 -1.428
42 H 1.852 -2.854 -0.848
43 H 0.102 -6.117 -1.149
44 H 1.662 -5.687 -1.917
45 H 1.320 -5.227 -0.264
46 H -1.504 -4.904 -2.617
47 H -2.474 -2.783 -3.222
48 H 0.272 1.779 -2.915
49 H 1.780 3.941 3.408
50 H 4.223 4.163 3.198
51 H 5.312 4.164 0.963
52 H 3.896 3.966 -1.095
53 Cl -2.542 -5.971 -4.201